# 1
{
  "formula": "C15H29F3NO5PS",
  "method": "the ωB97M-V functional and the def2-TZVPD basis",
  "e_lumo_ev": 0.63,
  "largest_force_ev_per_a": 1.3,
  "e_homo_ev": -8.378,
  "symbols": ["C", "C", "O", "C", "C", "C", "C", "C", "P", "C", "S", "O", "O", "N", "C", "C", "C", "H", "H", "H", "H", "H", "H", "H", "H", "H", "H", "H", "H", "H", "H", "H", "H", "H", "H", "H", "H", "H", "H", "H", "H", "C", "C", "O", "C", "O", "C", "F", "F", "F", "H", "H", "H", "H", "H"],
  "positions_angstrom": [[2.2995, 3.6244, 1.2802], [2.7081, 2.4379, 0.4097], [1.5410, 1.7642, -0.0213], [1.7892, 0.4771, -0.5401], [0.4979, -0.3361, -0.4264], [-0.7472, 0.4826, -0.7615], [-1.8946, -0.4351, -1.2130], [-3.2661, 0.2228, -1.0991], [-3.7743, 0.7348, 0.6174], [-2.9175, -0.5668, 1.6416], [-3.7078, -1.0281, 3.1524], [-4.9168, -1.7447, 2.8777], [-2.7155, -1.6912, 3.9597], [-5.4398, 0.3650, 0.7500], [-6.3159, 1.1980, 0.3499], [-7.7110, 1.1198, 0.9059], [-6.0802, 2.3095, -0.6426], [1.2293, 3.5640, 1.4674], [2.8291, 3.6390, 2.2288], [2.4807, 4.5714, 0.7763], [3.3656, 1.7597, 0.9601], [3.2717, 2.7982, -0.4574], [2.5827, -0.0218, 0.0186], [2.0816, 0.5215, -1.5949], [0.5475, -1.2124, -1.0744], [0.4497, -0.7114, 0.5994], [-0.5127, 1.1634, -1.5810], [-1.0482, 1.1015, 0.0818], [-1.8512, -1.4058, -0.7206], [-1.7278, -0.6385, -2.2745], [-3.2331, 1.1491, -1.6781], [-4.0530, -0.3832, -1.5520], [-1.9548, -0.1346, 1.9143], [-2.7164, -1.5173, 1.1499], [-3.9904, 0.1477, 3.7658], [-8.4089, 0.8681, 0.1029], [-8.0064, 2.1129, 1.2489], [-7.7802, 0.3775, 1.6920], [-5.6584, 3.1675, -0.1151], [-7.0384, 2.6268, -1.0536], [-5.4577, 1.9995, -1.4758], [6.7870, -4.3422, -0.4710], [5.5677, -3.7758, -1.1644], [5.3614, -2.3859, -0.8354], [6.1548, -1.5196, -1.4424], [7.0090, -1.7575, -2.2401], [5.7903, -0.0933, -0.9934], [5.7044, -0.0110, 0.3367], [4.6044, 0.2569, -1.5034], [6.6960, 0.7790, -1.4036], [6.7098, -4.2017, 0.6075], [6.8746, -5.4070, -0.6826], [7.6980, -3.8495, -0.8064], [4.6672, -4.2816, -0.8243], [5.6263, -3.8876, -2.2465]],
  "nbo_charge": [-0.63, -0.06, -0.55, -0.05, -0.41, -0.40, -0.40, -0.71, 0.95, -1.01, 2.05, -0.92, -0.95, -0.76, 0.37, -0.67, -0.71, 0.23, 0.21, 0.21, 0.16, 0.16, 0.17, 0.16, 0.20, 0.20, 0.21, 0.21, 0.20, 0.21, 0.22, 0.23, 0.26, 0.26, -0.02, 0.22, 0.22, 0.24, 0.25, 0.22, 0.23, -0.64, -0.08, -0.48, 0.69, -0.54, 0.90, -0.31, -0.31, -0.30, 0.22, 0.22, 0.23, 0.20, 0.20]
}

=====

# 2
{
  "formula": "C15H29FO9S",
  "method": "the ωB97M-V functional and the def2-TZVPD basis",
  "e_lumo_ev": -0.04,
  "largest_force_ev_per_a": 1.0,
  "e_above_lowest_kcal_mol": 0.0,
  "e_homo_ev": -10.182,
  "symbols": ["C", "C", "F", "O", "C", "O", "O", "S", "H", "H", "H", "H", "H", "O", "C", "O", "C", "C", "C", "H", "H", "H", "H", "H", "H", "H", "H", "O", "C", "O", "C", "C", "C", "H", "H", "H", "H", "H", "H", "H", "H", "O", "C", "O", "C", "C", "C", "H", "H", "H", "H", "H", "H", "H", "H"],
  "positions_angstrom": [[2.9115, 2.0474, -4.0291], [1.8992, 2.6840, -3.1144], [0.6271, 2.3966, -3.5640], [1.9329, 2.1273, -1.8091], [2.8955, 2.6093, -1.0166], [3.5459, 3.6045, -1.1892], [2.9658, 1.8418, 0.1262], [3.9967, 0.5410, -0.1729], [3.0720, 2.7090, -4.8704], [2.4848, 1.1325, -4.4225], [3.8476, 1.8408, -3.5304], [1.9867, 3.7625, -3.0847], [3.0650, -0.3544, -0.5541], [-0.1729, -2.9685, 1.1725], [-0.6676, -2.1130, 0.4920], [0.1449, -1.3267, -0.2349], [-0.3384, -0.3653, -1.1795], [-0.6874, 0.9535, -0.5282], [-2.1575, -1.8678, 0.4803], [-1.1657, -0.7756, -1.7594], [0.4908, -0.2230, -1.8701], [-1.5105, 0.8581, 0.1808], [-0.9710, 1.6814, -1.2879], [0.1740, 1.3377, 0.0165], [-2.4110, -1.2548, 1.3442], [-2.6604, -2.8276, 0.5723], [-2.5268, -1.3820, -0.4187], [-4.8920, -5.9547, -0.9049], [-3.9378, -6.3972, -0.3319], [-2.7926, -5.6920, -0.3491], [-1.6360, -6.0524, 0.4174], [-0.7801, -7.0788, -0.2947], [-3.9791, -7.7382, 0.3642], [-1.9231, -6.3743, 1.4190], [-1.0819, -5.1250, 0.5332], [-1.3111, -8.0198, -0.4428], [0.1224, -7.2810, 0.2818], [-0.4895, -6.7066, -1.2768], [-3.8194, -8.5168, -0.3802], [-4.9696, -7.8652, 0.7923], [-3.2481, -7.8550, 1.1600], [-0.7564, 7.6544, 3.2767], [0.1148, 6.9508, 2.8555], [-0.1878, 6.0537, 1.8968], [0.8005, 5.2634, 1.2334], [1.1506, 4.0105, 2.0082], [1.5223, 7.0105, 3.4042], [1.6809, 5.8640, 1.0008], [0.3426, 4.9958, 0.2818], [1.5949, 4.2434, 2.9759], [1.8581, 3.4040, 1.4462], [0.2533, 3.4197, 2.1940], [1.5612, 6.4156, 4.3155], [1.7419, 8.0446, 3.6553], [2.2895, 6.6580, 2.7196]],
  "nbo_charge": [-0.67, 0.48, -0.35, -0.51, 0.99, -0.57, -0.66, 0.32, 0.23, 0.23, 0.24, 0.17, 0.11, -0.59, 0.81, -0.51, -0.07, -0.64, -0.75, 0.18, 0.20, 0.21, 0.23, 0.22, 0.25, 0.26, 0.22, -0.57, 0.80, -0.51, -0.08, -0.64, -0.74, 0.17, 0.22, 0.20, 0.22, 0.22, 0.24, 0.25, 0.22, -0.57, 0.80, -0.51, -0.07, -0.64, -0.74, 0.18, 0.19, 0.21, 0.22, 0.22, 0.24, 0.25, 0.22]
}

=====

# 3
{
  "formula": "C15H29GdS",
  "method": "the ωB97M-V functional and the def2-TZVPD basis",
  "e_lumo_ev": [-9.87, -9.31],
  "largest_force_ev_per_a": 8.9,
  "spin_multiplicity": 8,
  "s_squared": 16.7519,
  "charge": 2,
  "e_homo_ev": [-15.449, -15.523],
  "symbols": ["C", "H", "H", "H", "C", "H", "H", "C", "H", "H", "H", "C", "C", "C", "C", "C", "C", "C", "C", "C", "C", "Gd", "H", "H", "H", "H", "H", "H", "H", "H", "H", "H", "H", "H", "H", "H", "H", "C", "S", "C", "H", "H", "H", "H", "H", "H"],
  "positions_angstrom": [[0.2610, -2.0168, 0.2436], [-0.0756, -2.6068, 1.0999], [-0.2904, -2.3699, -0.6377], [-1.4546, -0.7138, 1.3325], [1.7663, -2.1669, 0.0475], [2.1633, -1.3152, -0.5185], [2.2680, -2.1450, 1.0226], [2.1305, -3.4703, -0.6832], [3.2111, -3.5435, -0.8547], [1.8200, -4.3450, -0.1001], [1.6287, -3.5250, -1.6566], [-0.6505, 2.1308, -0.3451], [0.4076, 1.5103, -1.1225], [-0.1507, 0.3919, -1.8030], [-1.5387, 0.2744, -1.4196], [-1.8494, 1.3875, -0.5481], [-3.2100, 1.7358, -0.0238], [-2.5165, -0.7052, -1.9958], [0.5385, -0.4852, -2.8008], [1.8035, 2.0388, -1.2665], [-0.5164, 3.4013, 0.4403], [-0.3668, 0.0008, 0.4457], [-3.3530, -0.8771, -1.3137], [-2.9256, -0.3384, -2.9470], [-2.0406, -1.6708, -2.1912], [-3.8661, 0.8621, -0.0122], [-3.1562, 2.1294, 0.9944], [-3.6800, 2.5012, -0.6561], [0.5019, 3.5337, 0.8159], [-0.7536, 4.2702, -0.1884], [-1.1958, 3.4130, 1.2963], [2.4861, 1.2671, -1.6315], [1.8321, 2.8761, -1.9770], [2.1914, 2.4034, -0.3115], [0.1991, -1.5231, -2.7283], [0.3235, -0.1395, -3.8203], [1.6226, -0.4722, -2.6661], [-0.4428, -1.1798, 4.1222], [0.5859, -0.1949, 2.9991], [1.8415, 0.8374, 2.2034], [-0.9835, -1.9476, 3.5316], [-1.1558, -0.5301, 4.6706], [0.2140, -1.7479, 4.8113], [1.5397, 1.9028, 2.2161], [2.7998, 0.7001, 2.7449], [2.0363, 0.4619, 1.1809]],
  "lowdin_spin": [0.41, 0.01, 0.03, -0.18, 0.05, 0.01, 0.00, 0.04, 0.01, 0.00, 0.00, 0.03, -0.09, -0.17, -0.03, -0.16, -0.04, 0.00, -0.03, -0.01, 0.01, 7.19, 0.00, 0.00, 0.00, 0.00, -0.01, -0.02, 0.00, 0.00, 0.00, 0.00, 0.00, 0.00, 0.00, -0.01, 0.00, -0.01, 0.00, 0.00, 0.00, 0.00, 0.00, 0.00, 0.00, 0.00]
}

=====

# 4
{
  "formula": "C15H29N2O6",
  "method": "the ωB97M-V functional and the def2-TZVPD basis",
  "e_lumo_ev": -3.35,
  "largest_force_ev_per_a": 3.2,
  "e_above_lowest_kcal_mol": 4.6,
  "charge": 1,
  "e_homo_ev": -11.833,
  "symbols": ["C", "C", "N", "C", "N", "H", "H", "H", "H", "H", "H", "H", "H", "H", "H", "H", "O", "C", "O", "C", "C", "C", "H", "H", "H", "H", "H", "H", "O", "C", "O", "C", "C", "C", "H", "H", "H", "H", "H", "H", "O", "C", "O", "C", "C", "C", "H", "H", "H", "H", "H", "H"],
  "positions_angstrom": [[1.4876, -2.7308, 2.0504], [0.6049, -4.1022, 1.7042], [1.5088, -5.2959, 1.4271], [1.0076, -6.6060, 1.9970], [0.8567, -6.6354, 3.5015], [1.0846, -1.8326, 1.3910], [1.2956, -2.4995, 3.2049], [2.6339, -2.8501, 1.8043], [-0.1889, -4.3186, 2.5368], [-0.0169, -3.8355, 0.7209], [2.5242, -5.0961, 1.6771], [1.5177, -5.4107, 0.3689], [-0.0165, -6.8713, 1.4898], [1.7987, -7.4421, 1.7027], [1.7529, -6.4664, 4.0084], [0.0732, -6.0401, 3.8483], [-0.8099, 0.4460, 0.0320], [0.2604, 0.9332, 0.3563], [1.3348, 0.2112, 0.7907], [2.3727, 1.1074, 1.1851], [2.0818, 2.3960, 0.4613], [0.5761, 2.3980, 0.3827], [2.3380, 1.2248, 2.2733], [3.3449, 0.6921, 0.9042], [2.4949, 3.2747, 0.9637], [2.5023, 2.3560, -0.5509], [0.1228, 2.8454, 1.2716], [0.2224, 2.8940, -0.5242], [1.5561, 6.3526, 0.7942], [0.4372, 6.4197, 0.3128], [-0.6351, 5.6987, 0.7538], [-1.7487, 5.9435, -0.1039], [-1.4573, 7.2643, -0.7669], [0.0472, 7.2594, -0.8658], [-1.8208, 5.1231, -0.8256], [-2.6687, 5.9778, 0.4870], [-1.9588, 7.3819, -1.7311], [-1.7798, 8.0856, -0.1153], [0.3933, 6.7724, -1.7817], [0.4579, 8.2684, -0.7842], [-2.8115, -1.4200, -5.5143], [-2.3758, -1.6605, -4.4005], [-1.0545, -1.6022, -4.0617], [-0.8960, -2.0489, -2.7159], [-2.2469, -1.8672, -2.0748], [-3.1928, -2.1039, -3.2249], [-0.5805, -3.0974, -2.7308], [-0.1248, -1.4537, -2.2182], [-2.4140, -2.5357, -1.2261], [-2.3528, -0.8352, -1.7188], [-3.4375, -3.1636, -3.3390], [-4.1009, -1.5047, -3.1273]],
  "nbo_charge": [-0.67, -0.27, -0.56, -0.09, -0.83, 0.30, 0.25, 0.22, 0.24, 0.24, 0.45, 0.45, 0.24, 0.24, 0.39, 0.39, -0.59, 0.80, -0.52, -0.07, -0.43, -0.53, 0.18, 0.20, 0.25, 0.21, 0.26, 0.25, -0.57, 0.79, -0.50, -0.07, -0.43, -0.53, 0.18, 0.20, 0.23, 0.22, 0.24, 0.25, -0.55, 0.78, -0.49, -0.07, -0.43, -0.53, 0.16, 0.20, 0.21, 0.23, 0.24, 0.25]
}